1.
# C22H37BrNNiP

A structure of composition C22H37BrNNiP (ωB97M-V/def2-TZVPD, OMol25).

Each line ends with the Löwdin spin population.
Cartesian coordinates (Å):
Br 0.06 -2.95 -2.09  0.14
Ni -0.28 -0.34 -2.41  1.34
P 0.38 0.30 0.91  0.02
N -0.21 0.13 -0.59  0.06
C 0.78 3.10 0.82  0.00
C 1.61 -1.42 2.79  0.00
C -3.22 -2.20 -1.97  0.01
C 2.50 -1.48 0.46  0.00
C 2.51 1.71 -0.28  0.00
C -0.23 -0.94 -4.25  0.03
C 0.72 1.00 -3.51  0.09
C 1.03 -1.27 -3.65  0.11
C 1.56 1.78 0.93  0.00
C -1.74 -0.69 2.57  0.00
C -1.02 0.61 2.15  0.01
C -0.36 0.47 -4.25  0.08
C 1.47 -0.08 -2.94  0.03
C 0.30 -2.49 0.99  0.00
C 2.41 1.80 2.21  0.00
C -0.52 1.23 3.47  0.00
C -3.01 -1.19 -0.98  0.00
C -3.04 -0.19 -3.08  0.03
C -3.27 -1.57 -3.24  0.00
C -2.04 1.56 1.52  0.00
C -2.83 0.05 -1.67  0.03
C 1.23 -1.32 1.31  0.00
H -1.63 2.57 1.38  0.00
H 3.10 0.95 2.28  0.00
H 0.26 0.63 3.94  0.00
H -1.38 1.25 4.16  0.00
H 2.83 -2.52 0.55  0.00
H -2.62 -0.42 3.17  0.00
H 1.49 3.90 0.57  0.00
H 1.99 1.92 -1.21  0.00
H 0.89 -3.41 0.96  0.00
H -1.16 1.00 -4.75  0.01
H -0.18 2.27 3.35  0.00
H 0.03 3.07 0.02  0.00
H 3.02 2.72 2.19  0.00
H -2.91 1.64 2.19  0.00
H 2.31 -0.01 -2.26  0.00
H 2.30 -1.32 -0.61  0.00
H -1.11 -1.32 3.21  0.00
H -0.51 -2.61 1.72  0.00
H -3.42 -2.08 -4.19  0.00
H -0.14 -2.37 -0.02  0.00
H 3.32 -0.85 0.81  0.00
H -2.39 1.18 0.56  0.00
H -3.01 0.60 -3.83  0.00
H -3.11 -1.32 0.09  0.00
H -2.61 1.03 -1.25  0.00
H 0.30 3.39 1.76  0.00
H -2.10 -1.28 1.71  0.00
H 2.24 -0.59 3.13  0.00
H -0.91 -1.62 -4.74  0.00
H 2.18 -2.35 2.90  0.00
H -3.37 -3.26 -1.78  0.00
H 1.72 -2.07 -3.88  0.00
H 0.73 -1.49 3.44  0.00
H 3.01 0.76 -0.36  0.00
H 3.28 2.47 -0.16  0.00
H 1.80 1.84 3.12  0.00
H 0.94 2.05 -3.41  0.01

- HOMO energy (alpha / beta): 0.67 / 0.52 eV
- Frontier orbital gap (alpha / beta): 3.9925 / 4.1342 eV
- Charge: -2
- LUMO energy (alpha / beta): 4.66 / 4.66 eV
- Multiplicity: 3
- F_max: 7.44 eV/Å
- Expectation value of S²: 2.02

=====

2.
# C18H24N2O4S

The molecule C18H24N2O4S (ωB97M-V/def2-TZVPD, OMol25).

Each line ends with the Mulliken charge.
Cartesian coordinates (Å):
S -1.14 1.82 0.53  0.53
O 2.39 1.30 2.00  -0.27
O 0.24 -0.18 0.39  -0.31
O 3.26 0.37 -2.35  -0.73
O 3.42 3.15 1.28  -0.60
N 3.11 -0.13 -0.13  -0.16
N 1.93 -1.34 -1.73  0.22
C 1.65 2.06 2.95  -0.32
C -2.98 -1.73 0.09  -0.27
C -0.57 -1.00 -0.02  0.14
C -2.00 -0.73 0.15  -0.06
C -0.12 -2.27 -0.72  0.55
C 2.78 -0.30 -1.46  0.77
C -0.10 -1.33 -3.06  -0.46
C 3.90 1.04 0.21  -0.75
C 1.41 -2.33 -0.81  -1.93
C -4.31 -1.43 0.24  -0.99
C 1.42 -1.48 -3.07  -1.12
C 3.21 1.97 1.20  0.61
C -0.72 -2.38 -2.14  -1.16
C -2.39 0.60 0.39  0.52
C -2.09 3.38 0.44  -1.25
C 0.70 1.12 3.67  -0.85
C -3.75 0.89 0.52  -0.47
C -4.69 -0.10 0.44  -0.76
H 4.13 1.59 -0.71  0.40
H 1.10 2.85 2.41  0.29
H 0.08 1.68 4.36  0.39
H -0.47 -3.12 -0.12  0.59
H -2.68 -2.76 -0.04  0.40
H -0.49 -1.44 -4.07  0.44
H -0.35 -0.33 -2.70  0.21
H -0.49 -3.37 -2.53  0.46
H -5.74 0.15 0.55  0.39
H -1.34 4.16 0.36  0.40
H 1.26 0.37 4.21  0.34
H 1.89 -0.72 -3.69  0.44
H -2.68 3.54 1.34  0.34
H -4.07 1.91 0.70  0.37
H 1.69 -2.47 -3.47  0.33
H 2.36 -0.30 0.53  0.35
H 4.85 0.72 0.66  0.28
H 1.69 -3.32 -1.18  0.51
H 0.06 0.63 2.93  -0.01
H -5.06 -2.21 0.20  0.40
H -2.72 3.39 -0.45  0.40
H -1.80 -2.26 -2.11  0.54
H 2.35 2.54 3.64  0.38
H 1.86 -2.20 0.17  0.48

- HOMO energy: -8.48 eV
- Frontier orbital gap: 8.3842 eV
- Relative energy (zero: lowest compared OMol25 entry of this formula, charge and spin): 48.4 kJ/mol
- LUMO energy: -0.09 eV
- F_max: 1.15 eV/Å

=====

3.
# C36H47BBrF4N3OPS2Zr

A structure of composition C36H47BBrF4N3OPS2Zr (ωB97M-V/def2-TZVPD, OMol25).

Each line ends with the Mulliken charge.
Cartesian coordinates (Å):
Zr -1.15 1.46 1.64  -1.11
Br 0.33 3.11 -0.25  -0.10
S -1.59 3.70 2.87  -0.38
S -2.41 4.04 5.75  0.01
P 0.99 -0.66 -0.45  -0.28
F -0.11 0.27 3.45  -0.27
F 2.15 0.62 3.84  -0.31
F 0.87 2.01 2.46  -0.53
F 0.59 2.03 4.78  -0.27
O 0.11 0.08 0.60  1.74
N -2.62 1.09 3.38  1.41
N -2.68 -0.30 1.16  1.14
N -2.68 1.83 4.51  -1.80
C 1.30 -2.31 1.76  -0.30
C 0.02 -0.67 -2.00  2.71
C -3.82 -1.88 -0.21  -0.96
C -3.00 -0.78 -0.04  -0.56
C -4.02 -2.00 2.17  -1.05
C -2.32 2.80 -1.19  0.40
C -4.99 2.61 -0.45  -1.30
C -3.09 -0.10 3.48  -0.43
C -4.32 -2.52 0.92  -0.71
C -1.68 5.61 5.27  -0.84
C -2.99 3.36 -3.49  -0.82
C 1.45 -1.40 -4.01  -0.57
C 2.56 0.23 -0.66  0.98
C -4.69 2.88 -1.75  -0.90
C 0.69 -0.27 -3.33  -1.35
C 3.23 0.43 0.70  -0.45
C 4.99 1.56 -0.74  -0.81
C 2.28 -4.60 0.02  -0.92
C -0.67 3.47 -2.88  -0.50
C 2.42 -3.12 -0.37  -1.52
C -3.34 3.00 -2.16  0.72
C -1.69 3.57 -3.85  -0.86
C 5.02 0.14 -1.30  -0.99
C -2.62 2.38 0.14  0.67
C 2.06 -3.53 2.30  -1.08
C -3.23 -0.88 2.25  0.43
C -3.96 2.35 0.48  -0.60
C 1.75 -4.77 1.46  -0.74
C 1.23 -2.34 0.21  0.99
C 0.54 -2.60 -4.24  -1.36
C 4.26 1.56 0.61  -0.67
C -0.06 -3.07 -2.92  -0.19
C -1.00 3.10 -1.62  1.05
C -2.21 3.05 4.34  0.67
C 3.60 -0.30 -1.68  -0.77
C -0.81 -1.95 -2.20  -1.17
B 0.95 1.23 3.76  0.24
H 0.67 -4.92 1.45  0.32
H 3.77 2.52 0.78  0.24
H -0.12 0.06 -3.99  0.57
H -5.47 3.05 -2.48  0.43
H 0.28 -2.30 2.15  0.34
H 1.61 -5.10 -0.68  0.19
H 2.17 -5.66 1.91  0.51
H 3.35 -2.70 0.02  0.47
H 4.48 2.21 -1.46  0.28
H 3.71 -0.50 1.00  0.37
H 0.74 -3.45 -2.27  -0.36
H -1.20 -2.32 -1.25  0.25
H 2.47 -3.04 -1.46  0.22
H -1.44 3.85 -4.86  0.44
H 3.57 -1.39 -1.76  -0.09
H 5.44 -0.54 -0.56  0.31
H -4.06 -2.22 -1.20  0.51
H 2.50 0.66 1.46  -0.84
H 3.14 -3.34 2.28  0.33
H -1.69 -1.67 -2.80  0.88
H 6.00 1.96 -0.64  0.52
H 5.66 0.07 -2.18  0.57
H 1.86 -1.04 -4.96  0.46
H 2.20 1.21 -1.00  0.82
H 2.31 -1.70 -3.41  0.08
H 0.32 -2.87 -0.08  0.74
H 1.80 -3.68 3.34  0.55
H -2.22 6.08 4.45  0.30
H -2.59 -0.24 -0.88  0.48
H -6.02 2.57 -0.12  0.45
H -1.77 6.24 6.16  0.37
H -0.63 5.49 5.02  0.30
H -0.26 -2.32 -4.93  0.40
H -3.79 3.48 -4.22  0.44
H 0.36 3.71 -3.14  0.51
H -0.74 -3.90 -3.08  0.52
H 1.09 -3.41 -4.71  0.53
H -0.66 0.16 -1.76  -1.61
H 1.32 0.61 -3.18  0.56
H 3.25 -5.08 -0.09  0.51
H -4.25 2.08 1.48  0.42
H -4.44 -2.44 3.07  0.54
H -3.48 -0.46 4.42  0.49
H 4.98 1.44 1.43  0.50
H -4.96 -3.38 0.82  0.46
H 3.37 0.08 -2.67  0.39
H 1.76 -1.40 2.13  -0.37

- HOMO energy: -10.55 eV
- Frontier orbital gap: 6.7043 eV
- Relative energy (zero: lowest compared OMol25 entry of this formula, charge and spin): 88.0 kJ/mol
- Charge: +1
- LUMO energy: -3.85 eV
- F_max: 0.44 eV/Å

=====

4.
# C3H8N2O

The molecule C3H8N2O (ωB97M-V/def2-TZVPD, OMol25).

Each line ends with the Mulliken charge.
Cartesian coordinates (Å):
O -0.63 1.67 -0.61  -0.50
N -1.14 -1.94 -0.03  -0.59
N -1.04 -0.72 -0.74  -0.22
C 1.64 0.62 -0.14  -1.17
C -1.02 0.51 0.06  -0.01
C 0.34 0.96 0.49  -0.04
H 1.53 0.38 -1.20  0.30
H -1.93 -1.91 0.62  0.25
H -0.31 -2.12 0.53  0.22
H 2.11 -0.21 0.40  0.28
H -1.81 0.57 0.81  0.43
H 2.32 1.47 -0.07  0.34
H 0.44 1.38 1.48  0.39
H -0.52 -0.67 -1.61  0.32

- HOMO energy: -8.47 eV
- Frontier orbital gap: 9.4061 eV
- Relative energy (zero: lowest compared OMol25 entry of this formula, charge and spin): 366.5 kJ/mol
- LUMO energy: 0.94 eV
- F_max: 3.11 eV/Å

=====

5.
# C7H18N2O3P

A cluster of 2 separate species, C7H18N2O3P in total (ωB97M-V/def2-TZVPD, OMol25).

Each line ends with the Mulliken charge.
Cartesian coordinates (Å):
P -0.69 -1.62 1.77  0.83
O 0.75 -1.95 2.11  -0.78
O -1.20 -0.65 2.99  -0.57
O -1.64 -2.93 2.04  -0.52
N 2.41 3.39 -2.21  -0.68
N 2.27 3.45 0.59  -0.74
C -1.14 -0.71 0.23  0.41
C -0.95 -2.78 -1.25  -1.04
C 1.91 2.38 0.08  0.57
C 1.74 2.33 -1.43  -0.55
C -0.45 -1.39 -0.97  -0.59
C 1.42 0.99 0.58  -0.94
C -2.65 -0.54 0.20  -1.61
H -2.11 -0.27 2.86  0.32
H 3.34 3.16 -2.14  0.28
H 2.04 1.30 -1.79  0.30
H 0.74 2.59 -1.55  0.22
H -2.07 -2.67 -1.49  0.21
H -0.71 -0.69 -1.82  0.30
H -3.13 -0.27 -0.76  0.41
H -3.09 0.28 0.82  0.31
H 2.29 4.25 -1.54  0.33
H -0.78 -3.48 -0.46  0.29
H 0.50 0.65 0.14  -0.04
H -1.11 -3.64 2.26  0.30
H 0.60 -1.20 -0.74  0.24
H 1.42 0.93 1.61  0.50
H -0.51 -3.14 -2.21  0.41
H 2.12 0.30 0.19  0.40
H 2.08 3.44 1.61  0.25
H -3.40 -1.51 0.30  0.19

- HOMO energy: -2.69 eV
- Frontier orbital gap: 6.2063 eV
- Relative energy (zero: lowest compared OMol25 entry of this formula, charge and spin): 150.6 kJ/mol
- Charge: -1
- LUMO energy: 3.52 eV
- F_max: 4.44 eV/Å

=====

6.
# C7H14CuNO2

A structure of composition C7H14CuNO2 (ωB97M-V/def2-TZVPD, OMol25).

Each line ends with the Mulliken charge.
Cartesian coordinates (Å):
Cu 1.37 -1.34 2.56  0.46
O -0.65 -1.98 1.72  -0.85
O -0.68 -2.65 -0.29  -0.56
N -2.73 -0.72 -0.65  -0.76
C 0.66 0.32 -1.37  -1.09
C -0.89 -1.81 0.48  0.07
C -1.52 -0.48 0.14  0.76
C -0.46 1.72 0.54  -1.87
C -0.66 0.65 -0.54  0.27
C 2.00 0.52 -0.68  -0.67
C 2.02 -0.45 0.42  -0.87
H 0.30 2.42 0.27  0.40
H 1.40 -0.12 1.26  -0.07
H -3.40 -1.14 -0.02  0.30
H -1.30 1.11 -1.27  0.59
H 1.82 -1.44 0.11  0.60
H 3.04 -0.46 0.81  0.65
H 2.79 0.22 -1.34  0.37
H 2.22 1.53 -0.42  0.31
H 0.68 -0.64 -1.84  0.38
H -1.82 -0.10 1.10  0.21
H -0.33 1.32 1.51  0.32
H -3.12 0.18 -0.88  0.25
H -1.36 2.30 0.54  0.45
H 0.62 1.04 -2.17  0.34

- HOMO energy: -8.25 eV
- Frontier orbital gap: 6.5962 eV
- Relative energy (zero: lowest compared OMol25 entry of this formula, charge and spin): 105.8 kJ/mol
- LUMO energy: -1.66 eV
- F_max: 6.98 eV/Å